Record 1
The following is a quantum chemistry calculation of a single C4H6O2 molecule, from OMol25.

Properties
HOMO energy in hartree: -0.36737
Calculated total energy in eV: -8338.443
SMILES: O=CC1COC1

Atoms and positions in Å:
1 O 0.4288 0.5724 2.4360
2 C 0.6249 0.7922 1.2655
3 C -0.3337 0.3619 0.1830
4 C 0.1978 0.2721 -1.2515
5 O -0.0250 -1.1418 -1.3003
6 C -0.5397 -1.1594 0.0373
7 H 1.5426 1.3241 0.9287
8 H -1.2640 0.9250 0.2965
9 H -0.3805 0.8076 -2.0132
10 H 1.2610 0.5249 -1.3674
11 H 0.0674 -1.7768 0.7097
12 H -1.5797 -1.5022 0.0755

***

Record 2
The following is a quantum chemistry calculation of 11 unconnected molecules or ions with the total composition C42H77N3O30 in a non-equilibrium geometry, from OMol25.

Properties
HOMO energy in hartree: -0.31322
Calculated total energy in eV: -110689.829
SMILES: COCCNCCOC.COCCNCCOC.COCCNCCOC.O=C1OCCO1.O=C1OCCO1.O=C1OCCO1.O=C1OCCO1.O=C1OCCO1.O=C1OCCO1.O=C1OCCO1.O=C1OCCO1

Atoms and positions in Å:
1 C -23.1490 22.8512 1.0152
2 C -21.6867 22.7968 0.5238
3 O -21.2265 21.5007 0.8087
4 C -22.0500 20.9402 1.6805
5 O -21.8613 19.9036 2.2504
6 O -23.1047 21.7514 1.9511
7 H -23.8846 22.5854 0.2587
8 H -23.3018 23.8141 1.4924
9 H -21.0810 23.6087 0.9163
10 H -21.6629 23.0716 -0.5348
11 C -19.7451 18.0290 3.6353
12 C -19.8443 16.5298 3.2752
13 O -18.9736 15.9368 4.2131
14 C -18.3413 16.8252 4.9749
15 O -17.6517 16.5767 5.9161
16 O -18.7039 18.0701 4.6083
17 H -20.6681 18.4773 3.9913
18 H -19.4755 18.5621 2.7219
19 H -19.6377 16.2764 2.2400
20 H -20.8800 16.2795 3.5131
21 C -12.0965 24.8581 4.7450
22 C -13.1379 23.9527 4.0446
23 O -12.3849 22.8437 3.6282
24 C -11.0731 23.0323 3.7982
25 O -10.1667 22.2853 3.6136
26 O -10.8708 24.2759 4.3057
27 H -12.2627 24.7821 5.8207
28 H -12.0212 25.8910 4.4124
29 H -13.5545 24.5246 3.2134
30 H -13.8428 23.6346 4.8086
31 C -14.1592 21.0816 9.5378
32 C -14.9768 22.1556 10.1671
33 O -14.6432 23.2969 9.3083
34 C -14.2095 22.8409 8.1549
35 O -14.0868 23.4546 7.1276
36 O -13.8696 21.5325 8.2251
37 H -14.7342 20.1518 9.5867
38 H -13.2447 20.7968 10.0632
39 H -14.9593 22.3164 11.2398
40 H -16.0358 22.0572 9.9074
41 C -18.3160 22.8284 1.8736
42 C -17.3910 23.6872 2.7603
43 O -17.6403 25.0108 2.2991
44 C -18.4936 25.0023 1.2641
45 O -18.8132 25.9984 0.7005
46 O -18.8888 23.7512 0.9382
47 H -19.0724 22.3762 2.5101
48 H -17.6999 22.1490 1.2906
49 H -16.3350 23.4869 2.5831
50 H -17.7293 23.5364 3.7813
51 C -22.7688 17.8934 -0.0231
52 C -23.1026 17.4830 -1.4778
53 O -22.2178 16.4345 -1.8023
54 C -21.3757 16.1997 -0.7672
55 O -20.5032 15.4044 -0.7773
56 O -21.7029 17.0002 0.2705
57 H -23.6236 17.7167 0.6261
58 H -22.4584 18.9353 0.0208
59 H -23.1073 18.3825 -2.0944
60 H -24.0880 17.0205 -1.5674
61 C -19.8763 20.4538 -3.1590
62 C -18.8513 21.2817 -3.9137
63 O -19.2985 21.1883 -5.2754
64 C -20.4708 20.5382 -5.3329
65 O -21.0734 20.4114 -6.3557
66 O -20.9402 20.2299 -4.1119
67 H -20.3932 20.9272 -2.3259
68 H -19.4862 19.4886 -2.8361
69 H -17.8180 20.9579 -3.8159
70 H -18.9176 22.3508 -3.6993
71 C -20.5260 21.1702 5.2246
72 C -21.8775 20.6586 5.6754
73 O -22.4186 21.8371 6.3264
74 C -21.7869 22.9324 5.8732
75 O -22.1104 24.0764 6.0240
76 O -20.7694 22.5536 5.1056
77 H -20.1396 20.8224 4.2672
78 H -19.7576 20.9014 5.9560
79 H -21.8487 19.8039 6.3467
80 H -22.6408 20.4807 4.9135
81 C -12.7779 17.7032 2.1634
82 O -13.2363 16.4502 2.5719
83 C -12.6455 15.9487 3.7427
84 C -13.2854 14.6934 4.3212
85 N -14.6695 14.8032 4.7928
86 C -15.5833 15.0627 3.6495
87 C -17.0405 14.7064 4.0631
88 O -17.4897 13.4538 3.6357
89 C -17.5590 13.2626 2.2358
90 H -13.3090 18.5386 2.6471
91 H -13.0612 17.8787 1.1286
92 H -11.7432 17.9583 2.4084
93 H -12.7384 16.6254 4.6064
94 H -11.5983 15.7725 3.4717
95 H -12.6407 14.4347 5.1670
96 H -13.1110 13.8365 3.6511
97 H -14.9036 13.8336 5.0094
98 H -15.3372 14.4210 2.7963
99 H -15.5049 16.1343 3.4749
100 H -17.6752 15.4422 3.5480
101 H -17.0248 14.8585 5.1425
102 H -17.2354 14.0857 1.5983
103 H -18.5469 12.9099 1.9358
104 H -16.8946 12.4159 2.0301
105 C -14.5168 22.9468 -1.4219
106 O -14.9853 21.7284 -1.9031
107 C -14.2372 21.2717 -3.0400
108 C -14.6059 19.8408 -3.3136
109 N -14.2476 18.9472 -2.2033
110 C -14.3043 17.5087 -2.4487
111 C -14.4205 16.7529 -1.1784
112 O -15.0335 15.4718 -1.3464
113 C -14.3524 14.4165 -0.7206
114 H -14.9431 23.2089 -0.4507
115 H -14.6370 23.8817 -1.9879
116 H -13.4342 23.0107 -1.2362
117 H -13.1786 21.3903 -2.7914
118 H -14.4103 21.8268 -3.9658
119 H -14.0081 19.4750 -4.1518
120 H -15.6961 19.8361 -3.3856
121 H -13.5989 19.2869 -1.5152
122 H -13.4200 17.2784 -3.0568
123 H -15.1891 17.2962 -3.0591
124 H -15.0236 17.2773 -0.4373
125 H -13.4018 16.5905 -0.8058
126 H -13.3677 14.1995 -1.1407
127 H -14.9597 13.5314 -0.9445
128 H -14.3576 14.3969 0.3740
129 C -18.8726 19.4794 -0.0232
130 O -17.7166 19.3865 0.7678
131 C -16.5197 19.6944 0.0661
132 C -15.3182 19.6576 1.0009
133 N -15.6381 20.4771 2.1642
134 C -16.0068 19.8135 3.4045
135 C -15.9189 20.7735 4.6113
136 O -17.1328 21.4049 4.9155
137 C -16.9304 22.1507 6.1332
138 H -18.7931 20.3757 -0.6561
139 H -19.7785 19.6347 0.5572
140 H -18.9210 18.6594 -0.7462
141 H -16.4943 20.6524 -0.4691
142 H -16.4261 19.0123 -0.7855
143 H -14.4421 20.1292 0.5532
144 H -15.0642 18.6355 1.2693
145 H -16.3457 21.1562 1.9397
146 H -15.3153 19.0040 3.6438
147 H -16.9866 19.3201 3.4439
148 H -15.1505 21.5047 4.3212
149 H -15.4096 20.1998 5.3937
150 H -17.7976 22.7724 6.3673
151 H -16.1555 22.8704 5.8736
152 H -16.7880 21.4727 6.9726

***

Record 3
The following is a quantum chemistry calculation of a single C4H9N3O molecule in a non-equilibrium geometry, from OMol25.

Properties
HOMO energy in hartree: -0.29276
Calculated total energy in eV: -10806.140
SMILES: [H]/N=C(\ON)[C@@H](N)C=C

Atoms and positions in Å:
1 C 0.3238 1.0471 -0.0244
2 C -1.0207 0.7950 0.5103
3 N -1.1302 -2.0275 0.5423
4 N 1.2485 1.6714 0.9162
5 C 0.8289 -0.3453 -0.5644
6 C 1.3794 -0.4500 -1.8036
7 O -1.0821 -0.7884 -0.1817
8 N -2.0334 1.3803 0.9148
9 H 0.1924 1.7012 -0.8931
10 H -1.2177 -2.7284 -0.1925
11 H -1.9939 -2.0432 1.0817
12 H 1.9283 0.9489 1.1755
13 H 0.8435 1.9167 1.8167
14 H -2.8524 0.7929 1.0824
15 H 1.3182 -0.9272 0.2163
16 H 1.0463 0.1702 -2.6292
17 H 2.2211 -1.1136 -1.9674

***

Record 4
The following is a quantum chemistry calculation of a molecular structure, C5H8Ag3BBr4F4O3 in a non-equilibrium geometry, from OMol25.

Properties
HOMO energy in hartree: -0.30225
Calculated total energy in eV: -315174.910

Atoms and positions in Å:
1 Ag 2.5982 0.6517 1.1337
2 Ag 0.4919 1.2430 4.1530
3 Ag -0.7047 2.4608 1.2313
4 C 2.4107 2.9891 2.6319
5 O 2.8777 4.0499 3.0089
6 O 2.5877 1.8642 3.3524
7 O 1.5882 2.8723 1.6035
8 B -0.0942 0.0743 0.5204
9 F 0.3968 -1.1618 0.1451
10 F 0.2018 0.2833 1.9060
11 F 0.5793 1.0646 -0.2366
12 F -1.4676 0.2341 0.3379
13 Br -2.5623 -5.3218 0.7914
14 C -2.2090 -3.4891 1.3024
15 C -3.0694 -2.4872 0.5398
16 Br -4.9470 -2.8079 0.9607
17 H -1.1636 -3.2328 1.1377
18 H -2.4225 -3.3955 2.3638
19 H -2.9046 -2.5654 -0.5302
20 H -2.8336 -1.4839 0.8727
21 Br -0.5704 0.2039 -4.4423
22 C 1.2325 0.3380 -3.7074
23 C 1.4302 1.7049 -3.1162
24 Br 3.1627 1.8390 -2.2417
25 H 1.8768 0.1411 -4.5589
26 H 1.3947 -0.4473 -2.9747
27 H 0.7024 1.8774 -2.3337
28 H 1.4175 2.5011 -3.8511

***

Record 5
The following is a quantum chemistry calculation of 2 unconnected molecules or ions with the total composition C4H4N2O2 in a non-equilibrium geometry, from OMol25.

Properties
HOMO energy in hartree: -0.37384
Calculated total energy in eV: -11281.524

Atoms and positions in Å:
1 C -1.3246 -1.0632 -0.1730
2 C -0.1204 -0.3180 0.7437
3 C 1.6796 -0.7984 -0.2139
4 C 0.2941 1.0801 0.1071
5 H -1.1134 -2.5690 -0.7954
6 H -0.4802 0.0818 1.8180
7 H 2.3940 -1.3418 -0.7071
8 H 2.0756 0.8736 -1.4988
9 N 0.9682 -1.3478 0.6981
10 N 1.2959 0.4830 -0.7618
11 O -2.4999 -0.2482 -0.4323
12 O -0.2372 2.1990 0.2880

***

Calculated energy above the lowest of the compared OMol25 structures with the same formula, charge and spin (kcal/mol), listed in the same order as above: 46.5; 0.0; 145.8; 27.9; 161.8